This record from the Open Molecules 2025 dataset describes a single C20H17N5OS molecule at a distorted geometry. The level of theory is ωB97M-V/def2-TZVPD.

As for the HOMO-LUMO gap: 7.393 eV. As for the energy: -41333.640 eV. As for the net charge: 0. The SMILES is Cc1ccccc1NC(=O)c1cnc(Nc2nc3ccccc3s2)nc1C. The value obtained for the LUMO energy is -0.22 eV.

Atoms and positions in Å:
C (4.245, 2.207, 0.056)
C (4.663, 1.205, 0.906)
C (5.918, 1.302, 1.399)
C (6.499, 0.398, 2.387)
C (5.747, -0.533, 2.773)
C (4.588, -0.901, 2.200)
C (4.140, -0.036, 1.392)
N (2.811, -0.046, 0.565)
C (2.555, -0.072, -0.758)
O (3.273, 0.096, -1.534)
C (1.134, -0.523, -1.146)
C (0.166, 0.171, -0.312)
N (-1.263, 0.102, -0.321)
C (-1.542, -0.887, -1.564)
N (-2.789, -0.955, -1.807)
C (-3.767, -0.749, -1.059)
N (-5.094, -0.913, -1.448)
C (-5.915, -0.412, -0.453)
C (-7.345, -0.162, -0.808)
C (-8.191, 0.332, 0.387)
C (-7.518, 1.124, 1.610)
C (-6.139, 1.084, 1.363)
C (-5.288, 0.402, 0.645)
S (-3.662, 0.363, 0.454)
N (-0.635, -1.240, -2.377)
C (0.703, -1.275, -2.007)
C (1.550, -1.788, -2.871)
H (4.475, 1.719, -0.969)
H (4.985, 3.180, 0.195)
H (3.295, 2.546, 0.400)
H (6.576, 2.079, 1.417)
H (7.654, 0.342, 2.755)
H (6.167, -1.528, 3.339)
H (3.928, -2.006, 2.419)
H (2.087, -0.426, 1.168)
H (0.241, 0.629, 0.493)
H (-3.023, -1.567, -2.532)
H (-7.818, -0.783, -1.245)
H (-9.216, 0.249, 0.351)
H (-8.067, 1.660, 2.162)
H (-5.635, 1.672, 2.198)
H (2.235, -2.598, -2.426)
H (2.186, -1.047, -3.560)
H (1.086, -2.415, -3.835)

Atomic partial charges in e from the Mulliken method, atoms 1 to 8: number 1, C, carries -1.3832; number 2, C, carries 1.1447; number 3, C, carries -1.0488; number 4, C, carries -0.4243; number 5, C, carries -0.3535; number 6, C, carries -0.3484; number 7, C, carries 0.4880; number 8, N, carries -0.2610